[1]
DFT (ωB97M-V/def2-TZVPD) results for a structure of composition C36H44N4STa.

gap between HOMO and LUMO = 5.68 eV
HOMO = -9.99 eV
LUMO energy = -4.30 eV
total charge = +1

The geometry in XYZ format:
```
86
Properties=species:S:1:pos:R:3:lowdin_charge:R:1
Ta 0.01 0.00 0.05 1.44
C -5.78 -2.10 -1.83 -0.07
C -5.42 -1.59 -0.43 -0.18
C -4.24 -0.69 -0.44 -0.11
C -4.23 0.68 -0.47 -0.11
C -5.40 1.60 -0.49 -0.18
C -5.70 2.13 0.92 -0.07
C -2.85 1.10 -0.44 -0.21
N -2.04 -0.01 -0.39 -0.08
C -2.86 -1.11 -0.42 -0.21
C -2.41 -2.43 -0.43 0.07
C -1.10 -2.88 -0.39 -0.21
C -0.68 -4.26 -0.40 -0.11
C -1.60 -5.43 -0.37 -0.18
C -2.12 -5.69 1.04 -0.07
C 0.69 -4.26 -0.39 -0.11
C 1.11 -2.88 -0.38 -0.21
C 2.43 -2.43 -0.38 0.08
C 2.88 -1.12 -0.37 -0.21
N 2.06 -0.01 -0.36 -0.08
C 2.87 1.09 -0.41 -0.21
C 2.42 2.41 -0.47 0.07
C 1.11 2.86 -0.45 -0.21
N 0.01 2.05 -0.39 -0.08
C -1.10 2.87 -0.44 -0.21
C -2.41 2.41 -0.46 0.07
C -0.68 4.24 -0.49 -0.11
C 0.69 4.24 -0.50 -0.11
C 1.62 5.40 -0.52 -0.18
C 2.17 5.69 0.88 -0.07
C -1.60 5.41 -0.49 -0.18
C -2.08 5.72 0.94 -0.07
C 4.25 0.68 -0.43 -0.11
C 4.25 -0.69 -0.40 -0.11
C 5.44 -1.60 -0.39 -0.18
C 5.79 -2.04 1.03 -0.07
C 5.41 1.61 -0.44 -0.18
C 5.65 2.21 0.95 -0.07
N 0.01 -2.07 -0.36 -0.08
C 1.60 -5.44 -0.36 -0.18
C 1.98 -5.81 1.07 -0.06
H -6.67 -2.71 -1.78 0.08
H -4.97 -2.69 -2.25 0.07
H -5.97 -1.26 -2.50 0.08
H -5.23 -2.44 0.23 0.12
H -6.28 -1.04 -0.02 0.11
H -6.27 1.07 -0.87 0.11
H -5.20 2.44 -1.15 0.12
H -5.97 1.30 1.58 0.08
H -6.53 2.82 0.89 0.08
H -4.84 2.63 1.34 0.07
H -3.17 -3.19 -0.47 0.11
H -1.06 -6.32 -0.72 0.11
H -2.44 -5.26 -1.05 0.11
H -1.29 -5.88 1.73 0.07
H -2.77 -6.57 1.05 0.08
H -2.68 -4.84 1.42 0.07
H 3.19 -3.20 -0.42 0.11
H 3.19 3.16 -0.54 0.11
H -3.18 3.17 -0.51 0.11
H 1.09 6.28 -0.88 0.11
H 2.45 5.21 -1.20 0.12
H 1.35 5.90 1.57 0.07
H 2.83 6.55 0.86 0.08
H 2.72 4.84 1.27 0.07
H -2.46 5.20 -1.12 0.11
H -1.09 6.28 -0.89 0.11
H -2.61 4.87 1.36 0.07
H -2.75 6.57 0.93 0.08
H -1.24 5.94 1.58 0.07
H 6.29 -1.07 -0.82 0.11
H 5.24 -2.48 -1.01 0.11
H 6.00 -1.17 1.66 0.07
H 6.68 -2.67 1.02 0.08
H 4.97 -2.60 1.48 0.07
H 5.22 2.41 -1.16 0.12
H 6.30 1.07 -0.76 0.11
H 4.77 2.72 1.31 0.07
H 6.48 2.91 0.91 0.08
H 5.90 1.42 1.66 0.07
H 2.51 -5.23 -0.93 0.11
H 1.11 -6.29 -0.83 0.11
H 2.48 -4.98 1.57 0.07
H 2.64 -6.67 1.08 0.08
H 1.09 -6.07 1.65 0.07
S -0.01 -0.01 2.29 0.07
```


[2]
DFT (ωB97M-V/def2-TZVPD) results for a structure of composition C18H21N5O2ReS.

gap between HOMO and LUMO (spin up / spin down) = 6.31 / 3.13 eV
HOMO (spin up / spin down) = -20.77 / -20.77 eV
LUMO energy (spin up / spin down) = -14.46 / -17.64 eV
2S+1 = 4
total charge = +4

The geometry in XYZ format:
```
48
Properties=species:S:1:pos:R:3:lowdin_spin:R:1
N -0.21 4.65 0.91 0.00
C -0.04 5.73 0.49 0.00
C 0.29 7.02 -0.16 0.00
H -0.61 7.62 -0.37 0.00
H 0.75 6.76 -1.12 0.00
H 0.99 7.61 0.44 0.00
N 3.05 -2.50 -1.72 0.02
C 4.07 -2.98 -1.52 0.00
C 5.40 -3.56 -1.43 0.00
H 6.08 -3.01 -2.11 0.00
H 5.37 -4.64 -1.69 0.00
H 5.79 -3.46 -0.40 0.00
N -4.34 -1.31 -0.56 0.00
C -5.14 -2.12 -0.38 0.00
C -6.20 -3.09 -0.14 0.00
H -5.88 -3.84 0.61 0.00
H -6.48 -3.61 -1.07 0.00
H -7.10 -2.58 0.23 0.00
Re 0.43 -0.15 -0.35 1.30
C 0.79 -1.85 0.50 0.04
O 0.96 -2.83 1.12 0.06
C 1.93 0.43 0.72 0.05
O 2.80 0.77 1.43 0.11
C 0.67 1.25 -2.35 0.01
C -0.73 1.35 -2.23 0.04
C -1.52 0.20 -2.37 0.00
C -0.93 -1.04 -2.66 0.02
C 0.45 -1.15 -2.78 0.00
C 1.27 -0.02 -2.57 0.03
H 1.28 2.14 -2.29 0.00
H -1.20 2.30 -1.99 0.00
H -2.61 0.27 -2.24 0.00
H -1.58 -1.91 -2.82 0.00
H 0.91 -2.09 -3.04 0.00
H 2.33 -0.09 -2.75 0.00
C -1.73 -0.81 3.81 0.01
N -1.02 0.45 3.61 0.05
C -0.35 1.19 4.59 0.28
C 0.20 2.28 3.98 0.31
N -0.13 2.19 2.64 0.04
C -0.81 1.05 2.42 0.22
S -1.30 0.31 0.94 0.37
H -2.55 -0.86 3.09 0.00
H -1.04 -1.64 3.65 0.00
H -2.13 -0.83 4.83 0.00
H -0.29 0.84 5.61 0.01
H 0.79 3.08 4.39 0.01
H 0.00 2.96 1.94 0.00
```


[3]
DFT (ωB97M-V/def2-TZVPD) results for a cluster of 2 separate species, C9H17IN4O in total.

gap between HOMO and LUMO (spin up / spin down) = 7.47 / 7.47 eV
HOMO (spin up / spin down) = -8.35 / -8.35 eV
LUMO energy (spin up / spin down) = -0.88 / -0.88 eV
total charge = 0

The geometry in XYZ format:
```
32
Properties=species:S:1:pos:R:3:lowdin_charge:R:1
C -1.36 -1.82 0.28 -0.34
C 1.63 -2.35 0.66 -0.06
C 1.94 -1.55 -1.67 -0.05
C -0.94 1.89 1.77 -0.06
C -1.75 3.00 -0.29 -0.04
C -0.33 -1.97 -0.77 -0.09
C 1.09 -1.43 -0.41 -0.40
C -1.93 1.80 0.64 -0.43
C -1.64 0.58 -0.06 -0.11
N -1.80 -2.67 1.13 0.13
N -2.53 -1.93 2.01 -0.01
N -2.53 -0.75 1.72 -0.03
N -1.78 -0.58 0.61 -0.10
O -3.33 0.38 -1.34 -0.97
I -4.72 -0.21 -0.25 0.97
H 0.78 -2.73 1.16 0.05
H 2.27 -1.80 1.29 0.07
H 2.17 -3.19 0.19 0.09
H 2.91 -1.12 -1.41 0.09
H 2.05 -2.58 -1.89 0.07
H 1.36 -1.04 -2.42 0.08
H 0.02 2.16 1.28 0.09
H -1.11 2.68 2.51 0.10
H -0.71 0.99 2.26 0.06
H -1.94 3.92 0.23 0.09
H -0.83 2.96 -0.61 0.02
H -2.44 2.91 -1.16 0.11
H -0.24 -3.02 -1.04 0.14
H -0.70 -1.43 -1.56 0.08
H 1.00 -0.49 0.10 0.11
H -3.01 1.82 1.17 0.16
H -1.02 0.51 -1.04 0.19
```


[4]
DFT (ωB97M-V/def2-TZVPD) results for a cluster of 2 separate species, C4H8N2O in total.

gap between HOMO and LUMO (spin up / spin down) = 10.17 / 6.70 eV
HOMO (spin up / spin down) = -14.79 / -14.79 eV
LUMO energy (spin up / spin down) = -4.62 / -8.09 eV
2S+1 = 2
total charge = +1

The geometry in XYZ format:
```
15
Properties=species:S:1:pos:R:3:lowdin_spin:R:1
C 0.16 -1.89 -0.30 0.04
C -0.27 -0.49 -0.36 0.24
C -1.39 0.13 0.30 0.34
N -1.60 1.27 -0.36 0.07
C -0.44 1.48 -1.12 0.25
N 0.38 0.45 -1.06 0.00
H -0.74 -2.48 -0.26 0.01
H 0.87 -2.11 0.49 0.02
H 0.55 -2.14 -1.29 0.00
H -1.89 -0.11 1.22 0.01
H -2.19 1.99 0.05 0.00
H -0.41 2.36 -1.71 0.01
H 1.56 0.76 1.49 0.00
H 2.95 0.17 1.11 0.00
O 2.45 0.61 1.81 0.00
```


[5]
DFT (ωB97M-V/def2-TZVPD) results for a structure of composition C3H3EuO3.

gap between HOMO and LUMO (spin up / spin down) = 5.69 / 5.88 eV
HOMO (spin up / spin down) = -12.01 / -12.02 eV
LUMO energy (spin up / spin down) = -6.32 / -6.13 eV
2S+1 = 8
total charge = +1

The geometry in XYZ format:
```
10
Properties=species:S:1:pos:R:3:lowdin_spin:R:1
O 0.40 0.30 -0.17 0.00
C 1.56 -0.44 -0.29 0.00
O 2.34 -0.16 0.67 -0.03
C -1.93 0.43 -0.31 0.00
H -1.91 1.51 -0.19 0.00
H -2.90 -0.08 -0.35 0.00
C -0.82 -0.30 -0.28 0.00
O 1.73 -1.21 -1.22 0.00
Eu 2.33 1.34 2.43 7.03
H -0.80 -1.39 -0.29 0.00
```


[6]
DFT (ωB97M-V/def2-TZVPD) results for the molecule C7H7NS.

gap between HOMO and LUMO (spin up / spin down) = 6.04 / 6.05 eV
HOMO (spin up / spin down) = -7.78 / -7.78 eV
LUMO energy (spin up / spin down) = -1.74 / -1.73 eV
total charge = 0

The geometry in XYZ format:
```
16
Properties=species:S:1:pos:R:3:lowdin_charge:R:1
C -2.57 0.15 -0.33 -0.02
C -1.26 0.03 0.13 0.05
C -2.81 -0.26 -1.64 -0.09
C -0.21 -0.70 -0.60 -0.24
C -0.73 -0.96 -1.83 0.00
C 1.21 -1.02 -0.23 -0.83
C 2.08 0.20 -0.51 -0.15
N -1.85 -0.86 -2.33 0.15
S 1.70 -2.42 -1.22 0.57
H -3.29 0.61 0.23 0.08
H -0.94 0.47 0.99 0.09
H -3.73 -0.07 -2.13 0.10
H 1.34 -1.07 0.82 0.08
H 3.23 -0.01 -0.80 0.13
H 2.19 0.83 0.35 0.06
H 1.64 0.64 -1.32 0.03
```


E_tot values (in eV) by entry order: -56393.4406; -43471.1008; -25711.9864; -9296.5163; -28623.1284; -19692.9434.